This record from the OMol25 dataset describes the molecule C9H9PS in a non-equilibrium geometry. The level of theory is ωB97M-V with the def2-TZVPD basis set.

ΔE to the lowest compared entry with this formula, charge and spin   0.0 kJ/mol
Total charge   0
Highest occupied orbital energy   -8.409 eV
Gap between HOMO and LUMO   8.97 eV
SMILES   SP1C=CCc2ccccc21

Each atom is followed by the atoms it is bonded to, with distances in Å.
Atoms and positions in Å:
1 C 2.3013 1.3730 0.4043  C2 1.371, C3 1.417, H12 1.085
2 C 1.3517 2.2629 -0.0281  C1 1.371, C4 1.430, H13 1.149
3 C 1.9833 0.0091 0.1882  C1 1.417, C5 1.382, H14 1.092
4 C 0.0566 1.7832 -0.3973  C2 1.430, C6 1.392, H15 1.062
5 C 0.7548 -0.4977 -0.1931  C3 1.382, C6 1.403, C9 1.482
6 C -0.2712 0.4307 -0.4260  C4 1.392, C5 1.403, P10 1.863
7 C -0.7746 -2.2998 0.3324  C8 1.280, C9 1.426, H16 1.111
8 C -1.8050 -1.5467 0.4259  C7 1.280, P10 1.833, H17 1.127
9 C 0.3776 -1.9135 -0.4139  C5 1.482, C7 1.426, H18 1.077, H19 1.214
10 P -2.0244 -0.1297 -0.7164  C6 1.863, C8 1.833, S11 2.115
11 S -3.2789 1.1352 0.4238  P10 2.115, H20 1.311
12 H 3.3286 1.5835 0.6810  C1 1.085
13 H 1.5240 3.3939 -0.1340  C2 1.149
14 H 2.7878 -0.5794 0.6353  C3 1.092
15 H -0.7770 2.4321 -0.5041  C4 1.062
16 H -0.7745 -3.2650 0.8835  C7 1.111
17 H -2.7576 -1.7295 0.9994  C8 1.127
18 H 0.1746 -1.8895 -1.4714  C9 1.077
19 H 1.2607 -2.7444 -0.3529  C9 1.214
20 H -3.4378 2.1915 -0.3365  S11 1.311

These are the Mulliken partial charges, in e, on atoms 1 to 5: C -0.63; C -0.38; C -0.39; C -0.57; C 0.26